DFT (ωB97M-V with the def2-TZVPD basis set) results for 2 unconnected molecules or ions with the total composition C5H12O2S2 at a distorted geometry.

XYZ file:
```
21
Properties=species:S:1:pos:R:3
C -1.857 -0.926 1.410
C -1.521 1.185 -0.154
C -1.200 -1.307 -0.883
C 3.972 0.506 -1.078
C -1.149 -0.245 0.165
O 1.290 -0.147 -0.734
O 0.858 1.337 1.178
S 4.553 -0.042 0.324
S 0.722 -0.206 0.570
H -1.376 -1.751 1.739
H -1.687 -0.242 2.215
H -2.926 -1.212 1.027
H -1.441 1.864 0.710
H -2.547 1.228 -0.485
H -1.022 1.596 -1.179
H -0.940 -2.272 -0.609
H -2.298 -1.305 -1.287
H -0.405 -1.014 -1.603
H 3.042 -0.029 -1.501
H 4.543 1.301 -1.687
H 1.387 1.683 1.861
```

Output
Energy above the lowest of the compared OMol25 structures with the same formula, charge and spin in kcal per mole: 102.21
HOMO level in eV: -8.4
Orbital gap in eV: 8.43

Results of the Mulliken charge analysis, in e, for atoms 1 through 4: atom 1 (C): -1.50, atom 2 (C): -1.46, atom 3 (C): -1.61, atom 4 (C): -0.24


DFT (ωB97M-V with the def2-TZVPD basis set) results for a molecular structure, C33H35BeClN7O6P2S2 at a distorted geometry.

XYZ file:
```
87
Properties=species:S:1:pos:R:3
Be -0.420 -0.255 1.633
C 5.956 -1.703 0.167
N 4.821 -2.579 0.427
C 4.928 -3.157 1.786
N 5.195 -2.196 2.871
C 6.317 -1.316 2.483
N 6.167 -0.647 1.183
C 5.093 0.308 1.184
P 3.537 -0.634 1.619
C 3.543 -1.929 0.262
C 4.019 -1.419 3.228
H 5.850 -1.208 -0.807
H 6.835 -2.371 0.117
H 5.795 -3.837 1.776
H 4.043 -3.735 2.032
H 7.209 -1.954 2.406
H 6.507 -0.577 3.266
H 4.957 0.796 0.201
H 5.288 1.087 1.936
H 3.485 -1.441 -0.726
H 2.684 -2.617 0.395
H 3.215 -2.037 3.662
H 4.251 -0.613 3.935
N 0.296 1.152 1.304
P -0.050 2.250 0.267
C 1.248 3.073 -0.718
C 2.568 2.898 -0.288
C 3.609 3.507 -1.012
C 3.353 4.315 -2.103
C 2.025 4.455 -2.534
C 0.973 3.824 -1.883
C -1.074 1.561 -1.074
C -2.424 1.871 -1.277
C -3.167 1.070 -2.145
C -2.574 0.086 -2.945
C -1.180 -0.134 -2.806
C -0.459 0.562 -1.847
C -0.969 3.696 0.918
C -0.385 4.964 1.045
C -1.029 5.962 1.800
C -2.234 5.749 2.470
C -2.802 4.478 2.333
C -2.192 3.478 1.555
H 2.774 2.238 0.556
H 4.620 3.328 -0.681
H 4.159 4.842 -2.616
H 1.803 5.056 -3.414
H -0.050 3.967 -2.192
H -2.880 2.696 -0.759
H -4.233 1.307 -2.217
H -3.180 -0.550 -3.598
H -0.695 -0.917 -3.374
H 0.583 0.367 -1.667
H 0.568 5.156 0.571
H -0.577 6.956 1.836
H -2.697 6.540 3.060
H -3.716 4.217 2.840
H -2.681 2.537 1.395
O 0.214 -1.004 3.312
Cl 0.217 -2.305 2.697
O -1.011 -2.978 2.903
O 1.456 -3.000 2.935
O 0.189 -1.799 1.267
N -6.284 -3.566 -4.989
C -5.420 -3.422 -3.962
C -4.048 -3.429 -4.177
C -3.148 -3.524 -3.119
C -3.632 -3.571 -1.809
C -5.009 -3.552 -1.572
C -5.898 -3.418 -2.628
S -2.531 -3.516 -0.435
O -3.127 -4.271 0.631
O -1.197 -3.788 -0.912
N -2.533 -1.879 -0.164
C -2.793 -1.364 0.979
S -4.371 -1.686 1.809
C -4.108 -0.329 2.814
C -2.869 0.233 2.585
N -2.098 -0.390 1.615
H -5.937 -3.440 -5.914
H -7.280 -3.554 -4.812
H -3.654 -3.382 -5.174
H -2.094 -3.625 -3.337
H -5.383 -3.720 -0.563
H -6.967 -3.352 -2.469
H -4.813 -0.019 3.582
H -2.479 1.126 3.071
```

Output
Net charge: -1
Energy above the lowest of the compared OMol25 structures with the same formula, charge and spin in kcal per mole: 2.72
HOMO level in eV: -4.4
Orbital gap in eV: 6.84

Results of the Mulliken charge analysis, in e, for atoms 1 through 4: atom 1 (Be): -1.10, atom 2 (C): -0.94, atom 3 (N): 0.04, atom 4 (C): -0.96


DFT (ωB97M-V with the def2-TZVPD basis set) results for 2 unconnected molecules or ions with the total composition C3H4OS at a distorted geometry.

XYZ file:
```
9
Properties=species:S:1:pos:R:3
C -0.885 -1.518 -0.987
C -0.223 -1.207 -0.076
C 0.596 -0.504 0.965
H -1.283 -2.004 -1.870
H 1.205 0.095 0.203
H 0.938 -1.099 1.824
H -0.173 0.207 1.490
O 0.408 2.913 -1.314
S -0.582 3.119 -0.235
```

Output
SMILES: C#CC.O=S
Energy above the lowest of the compared OMol25 structures with the same formula, charge and spin in kcal per mole: 96.10
HOMO level (alpha / beta) in eV: -9.4 / -9.4
Orbital gap (alpha / beta) in eV: 7.80 / 7.77

Results of the Mulliken charge analysis, in e, for atoms 1 through 4: atom 1 (C): 0.08, atom 2 (C): -0.42, atom 3 (C): -0.73, atom 4 (H): 0.40


DFT (ωB97M-V with the def2-TZVPD basis set) results for a single C5H8O molecule.

XYZ file:
```
14
Properties=species:S:1:pos:R:3
C -1.205 -0.903 -0.401
C 0.103 -0.216 -0.072
C 1.122 -0.146 -1.119
O 0.893 -0.421 -2.275
C 0.035 1.218 0.436
C 0.425 0.072 1.350
H -1.998 -0.629 0.309
H -1.518 -0.628 -1.409
H -1.090 -1.992 -0.367
H 2.091 0.301 -0.803
H 0.840 1.946 0.303
H -0.940 1.663 0.293
H -0.238 -0.336 2.113
H 1.477 0.068 1.642
```

Output
SMILES: CC1(C=O)CC1
Energy above the lowest of the compared OMol25 structures with the same formula, charge and spin in kcal per mole: 31.26
HOMO level in eV: -9.6
Orbital gap in eV: 10.57

Results of the Mulliken charge analysis, in e, for atoms 1 through 4: atom 1 (C): -1.45, atom 2 (C): 1.21, atom 3 (C): -0.22, atom 4 (O): -0.54


DFT (ωB97M-V with the def2-TZVPD basis set) results for 2 unconnected molecules or ions with the total composition C4H5N3.

XYZ file:
```
12
Properties=species:S:1:pos:R:3
C -0.077 0.155 0.022
C 0.695 1.146 0.187
N 2.042 1.069 0.231
C 2.412 -0.221 0.077
N 1.643 -1.300 -0.103
C 0.308 -1.148 -0.134
H 3.484 -0.403 0.121
H -0.322 -2.027 -0.266
N -2.277 0.551 -0.046
H -2.552 0.769 -0.999
H -2.998 -0.036 0.369
H -2.222 1.424 0.470
```

Output
SMILES: C1=C=NC=NC=1.N
Energy above the lowest of the compared OMol25 structures with the same formula, charge and spin in kcal per mole: 111.31
HOMO level (alpha / beta) in eV: -8.1 / -8.1
Orbital gap (alpha / beta) in eV: 8.47 / 8.47

Results of the Mulliken charge analysis, in e, for atoms 1 through 4: atom 1 (C): 0.42, atom 2 (C): 0.16, atom 3 (N): -0.52, atom 4 (C): 0.00


DFT (ωB97M-V with the def2-TZVPD basis set) results for a gas-phase ion, C33H62NO3S (charge +1) at a distorted geometry.

XYZ file:
```
100
Properties=species:S:1:pos:R:3
C 4.118 4.918 -1.628
O 2.771 5.146 -1.292
C 1.963 3.993 -1.423
C 1.504 3.786 -2.858
C 0.815 2.444 -3.060
C 1.755 1.233 -2.893
C 1.623 0.169 -3.979
C 0.171 -0.233 -4.293
C -0.049 -1.740 -4.329
C 0.323 -2.425 -3.004
C -0.467 -3.703 -2.725
C -1.891 -3.620 -2.106
C -2.123 -2.575 -1.076
N -1.265 -2.314 -0.138
C -1.570 -1.258 0.897
C -1.946 -2.079 2.160
C -3.423 -2.095 2.567
C -3.884 -0.830 3.329
C -4.160 -1.207 4.793
C -5.195 -0.241 2.751
C -0.240 -0.498 1.049
C -0.097 0.291 2.369
C 0.988 -0.289 3.298
C 0.593 -0.039 4.761
C 2.367 0.325 3.038
C 3.219 -0.391 1.965
C 4.481 -0.942 2.566
C 5.714 -0.438 2.367
C 6.801 -0.567 3.402
C 6.132 0.252 1.093
C -2.710 -0.483 0.199
C -2.266 0.705 -0.672
C -3.468 1.403 -1.344
C -3.554 1.163 -2.885
C -4.885 0.608 -3.307
O -5.006 -0.494 -3.801
O -5.971 1.423 -3.121
S -3.537 -1.632 -0.969
H 4.663 4.480 -0.787
H 4.589 5.866 -1.873
H 4.237 4.255 -2.488
H 1.092 4.188 -0.798
H 2.488 3.116 -1.028
H 2.316 3.949 -3.566
H 0.770 4.569 -3.054
H 0.280 2.424 -4.008
H 0.038 2.382 -2.292
H 1.604 0.795 -1.903
H 2.777 1.614 -2.878
H 2.242 -0.688 -3.716
H 2.064 0.584 -4.885
H -0.100 0.163 -5.271
H -0.502 0.234 -3.582
H 0.613 -2.137 -5.099
H -1.073 -1.963 -4.631
H 1.360 -2.741 -3.104
H 0.317 -1.702 -2.186
H 0.117 -4.411 -2.140
H -0.613 -4.179 -3.693
H -2.674 -3.563 -2.856
H -2.051 -4.567 -1.583
H -0.413 -2.860 -0.125
H -1.654 -3.112 1.982
H -1.371 -1.752 3.024
H -4.091 -2.295 1.733
H -3.537 -2.942 3.242
H -3.122 -0.049 3.334
H -5.014 -1.881 4.809
H -4.451 -0.312 5.342
H -3.298 -1.662 5.274
H -5.362 -0.593 1.732
H -6.050 -0.537 3.349
H -5.130 0.843 2.682
H -0.049 0.128 0.184
H 0.530 -1.268 1.039
H -1.044 0.362 2.895
H 0.251 1.286 2.096
H 1.070 -1.373 3.187
H -0.428 -0.387 4.925
H 0.672 1.016 5.013
H 1.224 -0.627 5.424
H 2.302 1.382 2.785
H 2.926 0.266 3.971
H 2.658 -1.196 1.480
H 3.503 0.310 1.179
H 4.373 -1.829 3.186
H 7.408 -1.465 3.260
H 6.396 -0.577 4.407
H 7.488 0.271 3.303
H 7.154 -0.071 0.895
H 5.523 -0.053 0.249
H 6.179 1.339 1.176
H -3.379 -0.051 0.936
H -1.797 1.430 -0.007
H -1.539 0.356 -1.401
H -4.390 1.023 -0.904
H -3.380 2.473 -1.191
H -2.854 0.379 -3.137
H -3.327 2.072 -3.433
H -6.160 1.521 -2.183
```

Output
Net charge: +1
HOMO level in eV: -10.4
Orbital gap in eV: 7.09

Results of the Mulliken charge analysis, in e, for atoms 1 through 4: atom 1 (C): -0.67, atom 2 (O): -0.43, atom 3 (C): -0.26, atom 4 (C): -1.06


DFT (ωB97M-V with the def2-TZVPD basis set) results for 2 unconnected molecules or ions with the total composition NO5P at a distorted geometry.

XYZ file:
```
7
Properties=species:S:1:pos:R:3
N -0.541 -1.405 1.064
O -1.789 -1.738 0.948
O 1.898 0.244 -0.932
O 0.276 2.120 -0.082
O -0.150 -1.040 2.255
O -0.313 0.813 -2.230
P 0.619 1.006 -1.023
```

Output
Net charge: -2
Energy above the lowest of the compared OMol25 structures with the same formula, charge and spin in kcal per mole: 18.44
HOMO level in eV: -0.2
Orbital gap in eV: 7.24

Results of the Mulliken charge analysis, in e, for atoms 1 through 4: atom 1 (N): 0.04, atom 2 (O): -0.53, atom 3 (O): -0.63, atom 4 (O): -0.64


DFT (ωB97M-V with the def2-TZVPD basis set) results for a molecular structure, C43H41N9O3S3SiTl.

XYZ file:
```
101
Properties=species:S:1:pos:R:3
Tl 0.699 0.029 -0.275
C 4.034 3.091 -1.465
O 3.721 3.836 -0.241
C 3.332 3.257 0.829
C 3.087 4.127 2.022
C 2.437 3.104 3.890
C 2.223 1.647 4.135
C 2.585 0.724 3.242
C 2.027 -0.640 3.196
N 1.640 -1.071 2.064
N 1.402 -2.427 1.997
C 1.445 -2.831 0.756
O 1.538 -2.130 -0.321
C 1.451 -4.320 0.602
C 0.756 -5.133 1.492
C 0.753 -6.508 1.319
C 1.459 -7.084 0.269
C 2.165 -6.276 -0.611
C 2.155 -4.898 -0.448
C 2.804 1.858 0.981
O 2.660 1.148 -0.150
H 4.516 3.834 -2.094
H 4.703 2.272 -1.223
H 3.106 2.717 -1.893
H 3.165 5.182 1.769
H 2.086 3.689 4.739
H 1.537 1.373 4.931
H 2.036 -1.296 4.068
H 0.208 -4.668 2.300
H 0.194 -7.134 2.003
H 1.459 -8.160 0.140
H 2.723 -6.720 -1.427
H 2.693 -4.253 -1.133
S -1.768 0.566 -0.208
C -1.828 1.542 1.263
N -2.926 1.726 1.919
N -4.048 1.102 1.451
C -5.108 0.906 2.302
C -5.155 1.480 3.578
C -6.248 1.245 4.398
C -7.308 0.449 3.983
C -7.261 -0.112 2.711
C -6.182 0.112 1.877
N -0.732 2.230 1.779
N 0.385 1.925 1.208
C 1.504 2.456 1.574
C 3.547 1.026 2.108
C 4.852 1.580 2.608
C 4.972 2.772 3.180
C 3.798 3.679 3.349
C 1.748 3.558 2.542
H -3.930 0.454 0.679
H -4.324 2.087 3.903
H -6.264 1.688 5.388
H -8.149 0.263 4.638
H -8.075 -0.737 2.364
H -6.146 -0.343 0.894
H 3.747 0.096 1.583
H 5.730 0.952 2.500
H 5.943 3.116 3.519
H 4.088 4.555 3.927
H 0.891 4.220 2.638
C -0.704 2.689 -6.935
Si 0.738 2.752 -5.726
C 0.643 4.386 -4.826
C 2.322 2.766 -6.748
C 0.729 1.136 -4.761
C 0.746 -0.008 -5.538
C 0.736 -1.279 -4.967
C 0.730 -1.346 -3.593
N 0.727 -0.276 -2.801
C 0.697 0.975 -3.342
S 0.603 2.280 -2.247
H -0.691 3.562 -7.594
H -1.657 2.682 -6.402
H -0.669 1.796 -7.563
H 0.557 5.182 -5.573
H 1.535 4.560 -4.224
H -0.210 4.428 -4.152
H 2.356 3.647 -7.395
H 2.402 1.881 -7.383
H 3.201 2.789 -6.100
H 0.767 0.079 -6.621
H 0.734 -2.180 -5.564
H 0.723 -2.302 -3.092
N -0.548 -3.888 -1.717
C -1.486 -3.673 -0.753
N -1.416 -2.722 0.109
C -2.520 -2.757 0.951
C -2.718 -1.918 2.046
C -3.860 -2.071 2.812
C -4.808 -3.051 2.508
C -4.613 -3.911 1.440
C -3.462 -3.757 0.679
S -2.912 -4.705 -0.678
H 0.357 -3.482 -1.486
H -0.529 -4.801 -2.138
H -1.982 -1.160 2.280
H -4.030 -1.409 3.651
H -5.700 -3.138 3.114
H -5.335 -4.685 1.208
```

Output
Net charge: -1
Energy above the lowest of the compared OMol25 structures with the same formula, charge and spin in kcal per mole: 124.86
HOMO level (alpha / beta) in eV: -3.7 / -3.7
Orbital gap (alpha / beta) in eV: 5.57 / 5.58

Results of the Mulliken charge analysis, in e, for atoms 1 through 4: atom 1 (Tl): 1.27, atom 2 (C): -0.47, atom 3 (O): -0.39, atom 4 (C): -0.94